# 1
C5H6O3 | ωB97M-V with the def2-TZVPD basis set

The geometry in XYZ format:
```
14
Properties=species:S:1:pos:R:3:forces:R:3
C -0.270 2.063 -0.002 -0.649 1.201 0.009
C 0.432 0.968 -0.008 -1.852 0.952 0.025
C 1.213 -0.073 -0.013 1.940 -1.439 -0.052
O 2.570 0.223 -0.020 -0.066 -1.160 0.066
C 0.810 -1.511 -0.018 2.054 -1.462 -0.080
O 1.686 -2.377 -0.032 -1.713 1.542 0.038
O -0.486 -1.903 -0.008 0.261 0.014 0.011
C -1.637 -1.052 0.023 0.147 0.126 -0.008
H -1.354 2.036 0.020 -0.201 0.185 0.063
H 0.215 3.033 -0.017 -0.151 0.265 -0.065
H 2.678 1.188 -0.021 -0.221 -0.370 -0.001
H -2.520 -1.698 0.040 0.376 -0.109 -0.009
H -1.689 -0.445 -0.883 0.038 0.129 0.196
H -1.648 -0.453 0.937 0.035 0.128 -0.193
```
Positions in Å, forces in eV/Å.

Computed properties:
Highest occupied orbital energy (alpha / beta): -8.35 / -8.49 eV
LUMO (alpha / beta): -0.015 / -0.050 Ha
SMILES: C=C=C(O)C(=O)OC
ΔE to the lowest compared entry with this formula, charge and spin: 4.391 eV
Spin multiplicity: 1
Largest force on an atom: 2.523 eV Å⁻¹

=====

# 2
C5H6O3 | ωB97M-V with the def2-TZVPD basis set

The geometry in XYZ format:
```
14
Properties=species:S:1:pos:R:3:forces:R:3
C 0.763 -0.073 1.281 1.362 0.745 0.416
C 0.127 -0.511 -0.017 1.323 0.087 1.429
C 0.775 -0.077 -1.271 1.038 1.467 -1.150
C -0.712 -1.491 -0.063 -1.070 -0.216 -0.249
O -1.577 -2.244 -0.203 -0.370 -0.795 0.141
H 0.425 -0.607 2.183 0.050 -0.042 -0.507
H 0.421 1.016 1.463 1.654 -1.728 -0.187
H 1.922 -0.282 1.146 -2.272 0.910 0.600
H 1.736 0.534 -0.992 -1.629 -1.428 -0.822
H 0.094 0.600 -1.831 0.702 -0.304 0.195
H 0.943 -0.948 -1.926 0.549 0.571 0.146
O -1.488 1.456 1.209 -0.625 -0.319 0.453
C -1.615 1.260 0.070 -0.055 1.461 1.769
O -1.814 1.367 -1.049 -0.656 -0.408 -2.235
```
Positions in Å, forces in eV/Å.

Computed properties:
Highest occupied orbital energy: -8.81 eV
LUMO: 0.021 Ha
SMILES: CC(C)=C=O.O=C=O
ΔE to the lowest compared entry with this formula, charge and spin: 0.910 eV
Spin multiplicity: 1
Largest force on an atom: 2.520 eV Å⁻¹

=====

# 3
C5H6O3 | ωB97M-V with the def2-TZVPD basis set

The geometry in XYZ format:
```
14
Properties=species:S:1:pos:R:3:forces:R:3
C 0.611 -0.870 0.559 -0.164 0.210 -2.620
C 0.702 0.654 0.837 2.316 -1.850 2.183
C -0.243 1.228 -0.027 1.719 4.759 0.426
C -1.074 0.313 -0.592 -4.804 -3.274 -1.595
C -0.671 -1.036 -0.289 -0.519 -0.049 1.335
H 1.316 -0.327 -1.141 2.238 -3.076 3.369
H 0.410 -1.345 1.454 0.907 -1.920 1.776
H 1.241 1.055 1.811 -1.331 -0.628 -2.370
H -0.603 2.230 0.012 0.155 0.851 0.312
H -1.767 0.545 -1.390 0.225 0.126 -0.233
H -0.980 -1.895 -0.922 0.771 0.583 0.673
O 1.677 -1.169 -0.342 -1.701 1.250 -1.619
O 1.136 1.055 -0.444 0.072 3.240 -0.640
O -1.753 -0.436 0.474 0.117 -0.223 -0.996
```
Positions in Å, forces in eV/Å.

Computed properties:
Highest occupied orbital energy: -9.81 eV
LUMO: 0.033 Ha
ΔE to the lowest compared entry with this formula, charge and spin: 4.923 eV
Spin multiplicity: 1
Largest force on an atom: 6.029 eV Å⁻¹

=====

# 4
C5H6O5Ru | ωB97M-V with the def2-TZVPD basis set

The geometry in XYZ format:
```
17
Properties=species:S:1:pos:R:3:forces:R:3
H -2.531 -0.154 1.903 0.706 0.043 0.004
O -1.308 1.959 -0.499 -4.103 0.619 5.909
C -2.507 0.153 0.857 0.198 3.295 1.249
C -1.860 1.587 0.496 1.112 -3.110 -4.374
H -3.434 -0.044 0.320 0.128 0.138 -0.702
H -0.446 -2.182 -3.434 0.017 0.099 0.346
C 0.116 -1.489 -2.782 1.030 -1.202 -0.766
C 0.036 -1.834 -1.288 -0.858 -1.690 -0.367
O 0.228 -0.629 -0.603 -0.718 -0.560 3.210
C 1.022 -0.035 0.421 -0.916 6.569 4.497
O 0.685 0.574 1.779 0.386 -5.036 -7.051
O 1.708 0.792 -0.290 1.558 -0.710 1.238
Ru 0.232 1.195 -1.578 1.864 0.651 -3.891
O -0.206 -0.208 -3.072 -0.225 1.399 0.612
H 1.171 -1.593 -3.162 -0.269 -0.032 0.187
H 0.757 -2.592 -0.965 -0.296 0.058 -0.144
H -1.007 -2.104 -1.077 0.386 -0.531 0.041
```
Positions in Å, forces in eV/Å.

Computed properties:
Highest occupied orbital energy (alpha / beta): -18.49 / -18.03 eV
LUMO (alpha / beta): -0.452 / -0.490 Ha
Total charge: +2
Spin multiplicity: 7
Largest force on an atom: 8.673 eV Å⁻¹

=====

# 5
C5H6OS2 | ωB97M-V with the def2-TZVPD basis set

The geometry in XYZ format:
```
14
Properties=species:S:1:pos:R:3:forces:R:3
C -0.156 0.506 0.239 -1.823 3.299 0.199
C 1.134 -0.086 -0.211 -0.620 -0.405 -3.892
C 0.100 -1.125 -0.767 2.439 -0.813 0.003
C -0.810 0.034 -1.091 0.150 0.434 -1.331
C -0.733 -0.553 1.143 1.337 -0.520 3.199
H 0.643 2.455 2.268 -1.704 -0.142 -3.415
H 1.547 0.435 -1.185 -0.393 -0.757 2.423
H 1.814 -0.497 0.458 1.410 -0.193 1.222
H 0.507 -1.834 -1.471 -0.630 -0.689 0.048
H -1.869 -0.341 -1.133 0.741 1.347 -0.184
H -0.340 0.799 -1.881 -1.694 -2.208 1.136
O -0.421 -1.744 0.521 -0.631 2.408 -1.621
S -0.274 2.377 0.366 1.495 -1.624 4.065
S -1.140 -0.427 2.744 -0.076 -0.137 -1.853
```
Positions in Å, forces in eV/Å.

Computed properties:
Highest occupied orbital energy: -8.86 eV
LUMO: -0.050 Ha
ΔE to the lowest compared entry with this formula, charge and spin: 5.298 eV
Spin multiplicity: 1
Largest force on an atom: 4.626 eV Å⁻¹

=====

# 6
C5H6OS2 | ωB97M-V with the def2-TZVPD basis set

The geometry in XYZ format:
```
14
Properties=species:S:1:pos:R:3:forces:R:3
C 2.337 -1.243 -0.010 2.835 -2.042 -0.710
S 1.419 0.229 0.165 1.067 0.777 0.508
C 0.050 -0.249 -0.652 -1.189 -0.487 -0.869
S -0.107 -1.692 -1.370 -0.752 -0.491 -0.648
C -0.999 0.752 -0.841 -1.343 2.114 -1.391
C -1.677 1.492 0.141 0.424 -0.008 -5.750
C -1.689 0.996 1.460 -1.120 -6.692 1.116
O -1.578 -0.413 1.488 -0.421 8.408 1.322
H 3.261 -1.142 0.631 -1.103 -0.151 -0.381
H 2.757 -1.572 -1.050 -0.981 1.362 1.398
H 1.743 -2.142 0.229 0.243 0.592 0.548
H -1.200 0.965 -2.030 0.487 -0.336 3.298
H -2.299 2.289 -0.466 0.951 -1.156 2.468
H -2.018 1.728 2.306 0.901 -1.889 -0.909
```
Positions in Å, forces in eV/Å.

Computed properties:
Highest occupied orbital energy: -8.56 eV
LUMO: -0.042 Ha
SMILES: CSC(=S)/C=C\C=O
ΔE to the lowest compared entry with this formula, charge and spin: 3.930 eV
Spin multiplicity: 1
Largest force on an atom: 8.521 eV Å⁻¹

=====

# 7
C5H6OS2 | ωB97M-V with the def2-TZVPD basis set

The geometry in XYZ format:
```
14
Properties=species:S:1:pos:R:3:forces:R:3
C -1.364 1.116 -0.919 -3.266 -0.600 -1.365
C -0.864 0.037 -0.025 0.317 4.799 -0.201
C -0.993 -1.159 0.532 -3.769 -3.225 0.565
C 0.262 -1.553 1.075 1.077 1.295 0.453
C 0.999 -0.398 0.917 2.403 1.062 0.729
H 1.175 1.076 -1.568 -3.578 0.454 -2.376
H -2.469 0.759 -1.082 1.757 1.566 -0.638
H -1.216 2.190 -0.595 -0.798 -1.719 0.547
H -1.993 -1.779 0.741 2.443 1.471 -1.252
H 0.511 -2.540 1.542 -0.065 1.448 -0.597
H 3.329 0.188 0.169 -0.514 -0.202 -0.163
O 0.278 0.676 0.365 2.179 -4.642 1.312
S -0.334 1.221 -2.503 2.718 -0.964 2.495
S 2.679 0.166 1.349 -0.903 -0.744 0.492
```
Positions in Å, forces in eV/Å.

Computed properties:
Highest occupied orbital energy: -8.85 eV
LUMO: 0.004 Ha
ΔE to the lowest compared entry with this formula, charge and spin: 3.869 eV
Spin multiplicity: 1
Largest force on an atom: 5.293 eV Å⁻¹

=====

# 8
C5H6S2 | ωB97M-V with the def2-TZVPD basis set

The geometry in XYZ format:
```
13
Properties=species:S:1:pos:R:3:forces:R:3
S 2.614 -0.397 0.625 1.483 0.455 -2.676
C 1.426 -0.658 -0.816 1.934 0.541 -0.195
C 0.086 -0.255 -0.483 -1.921 -1.353 1.010
C -0.399 0.961 -0.230 -2.042 -1.462 0.715
C -1.697 0.985 0.379 0.419 -0.938 -0.389
C -2.155 -0.280 0.633 1.436 0.623 -0.966
S -1.121 -1.538 0.081 1.666 2.070 -0.579
H 1.709 -0.746 1.402 -2.113 -0.908 2.470
H 1.340 -1.668 -1.109 0.711 -1.348 -0.220
H 1.933 -0.116 -1.624 -0.553 0.031 0.041
H 0.162 1.801 -0.360 1.429 2.272 -0.530
H -2.186 1.928 0.505 -0.508 0.073 0.493
H -3.016 -0.654 1.060 -1.941 -0.055 0.825
```
Positions in Å, forces in eV/Å.

Computed properties:
Highest occupied orbital energy: -8.70 eV
LUMO: 0.029 Ha
SMILES: SCc1cccs1
ΔE to the lowest compared entry with this formula, charge and spin: 0.264 eV
Spin multiplicity: 1
Largest force on an atom: 3.375 eV Å⁻¹

=====

# 9
C5H6S2 | ωB97M-V with the def2-TZVPD basis set

The geometry in XYZ format:
```
13
Properties=species:S:1:pos:R:3:forces:R:3
C 0.083 0.989 1.254 1.697 -1.426 0.817
C 0.612 1.282 -0.072 -1.276 -0.195 -0.946
C 0.664 0.445 -1.164 0.937 3.220 1.339
C 0.415 -0.927 -1.167 -1.030 -3.553 0.273
C 1.078 1.395 -2.120 0.504 1.743 -0.807
S 1.609 1.711 -3.600 -0.404 -0.668 0.614
S 0.866 2.857 -0.714 0.557 -0.426 -0.731
H -0.943 0.699 1.175 -0.863 0.216 0.060
H 0.285 1.808 1.924 -0.345 0.194 0.396
H 0.589 0.068 1.647 -0.283 0.740 -0.118
H -0.324 -1.261 -0.454 -0.740 0.559 0.517
H 1.193 -1.587 -0.853 1.364 -0.223 -0.146
H 0.026 -1.327 -2.067 -0.116 -0.180 -1.268
```
Positions in Å, forces in eV/Å.

Computed properties:
Highest occupied orbital energy: -8.24 eV
LUMO: -0.024 Ha
SMILES: CC1=C(C)C(=S)S1
ΔE to the lowest compared entry with this formula, charge and spin: 1.345 eV
Spin multiplicity: 1
Largest force on an atom: 3.709 eV Å⁻¹

=====

# 10
C5H7BBr2ClO2 | ωB97M-V with the def2-TZVPD basis set

The geometry in XYZ format:
```
18
Properties=species:S:1:pos:R:3:forces:R:3
C -0.118 -1.056 2.879 0.065 0.047 0.026
C -0.498 -0.347 1.613 0.086 0.124 -0.063
Br -2.322 -0.737 1.126 -0.006 -0.009 -0.032
C 0.191 0.516 0.870 -0.282 -0.201 0.133
Br 1.933 0.947 1.591 0.150 0.015 0.040
B -0.121 1.410 -0.501 0.197 0.244 -0.009
O 1.069 1.398 -1.379 -0.195 -0.097 0.059
C 0.985 0.185 -2.067 0.105 0.106 -0.065
C -0.521 -0.175 -2.093 0.263 -0.151 0.382
Cl -1.176 -0.178 -3.806 -0.120 0.025 -0.278
O -1.164 0.738 -1.327 -0.011 -0.069 -0.021
H -0.392 -0.462 3.756 -0.022 0.022 -0.016
H -0.628 -2.014 2.958 -0.012 -0.020 -0.053
H 0.957 -1.218 2.912 0.027 -0.007 0.014
H -0.439 2.531 -0.154 -0.028 -0.002 -0.019
H 1.405 0.280 -3.070 -0.034 0.008 -0.034
H 1.535 -0.616 -1.546 -0.056 -0.033 0.067
H -0.696 -1.204 -1.762 -0.128 0.000 -0.130
```
Positions in Å, forces in eV/Å.

Computed properties:
Highest occupied orbital energy: -5.20 eV
LUMO: 0.113 Ha
Total charge: -1
Spin multiplicity: 1
Largest force on an atom: 0.488 eV Å⁻¹

=====

# 11
C5H7Br | ωB97M-V with the def2-TZVPD basis set

The geometry in XYZ format:
```
13
Properties=species:S:1:pos:R:3:forces:R:3
C -0.900 -0.680 0.214 0.779 0.003 -0.326
C -3.633 -0.897 1.214 0.533 -0.536 0.641
C 0.240 -0.011 0.092 1.025 -1.237 -1.353
C 0.658 1.383 0.433 -1.187 -1.752 3.212
C 1.451 -0.633 -0.653 -0.853 -3.243 -1.549
Br -4.211 0.203 -0.051 -0.467 0.653 -0.719
H -1.274 -1.670 -0.130 0.495 0.942 0.436
H 1.388 1.656 -0.227 1.930 0.894 -1.542
H 1.106 1.331 1.484 -0.832 0.686 -1.262
H -0.192 1.979 0.277 -0.929 1.397 0.627
H 1.135 -1.670 -1.089 0.478 1.770 0.475
H 2.320 -0.927 -0.073 -0.061 0.340 0.892
H 1.912 -0.065 -1.491 -0.911 0.083 0.468
```
Positions in Å, forces in eV/Å.

Computed properties:
Highest occupied orbital energy (alpha / beta): -8.70 / -8.13 eV
LUMO (alpha / beta): -0.014 / -0.040 Ha
ΔE to the lowest compared entry with this formula, charge and spin: 7.328 eV
Spin multiplicity: 1
Largest force on an atom: 3.847 eV Å⁻¹

=====

# 12
C5H7BrO | ωB97M-V with the def2-TZVPD basis set

The geometry in XYZ format:
```
14
Properties=species:S:1:pos:R:3:forces:R:3
C -0.198 -0.786 1.455 3.058 -1.844 -0.345
C -0.572 -0.207 0.123 -1.646 -2.274 1.760
Br -2.548 -0.435 -0.185 0.868 0.000 -0.097
C 0.339 -0.524 -1.056 0.761 -2.118 0.719
C 0.656 0.971 -1.146 2.704 -1.035 2.249
C -0.231 1.187 0.007 -1.702 3.281 -0.653
O -0.498 2.160 0.647 -0.021 0.127 0.427
H 0.001 -1.958 1.311 -0.325 2.644 0.636
H -0.850 -0.606 2.266 -1.058 0.122 0.552
H 0.772 -0.211 1.770 -1.281 -1.470 -0.523
H -0.293 -0.967 -1.820 0.537 0.144 -0.537
H 1.191 -1.253 -0.741 -1.446 1.325 -0.780
H 0.639 1.389 -2.081 -0.222 1.595 -1.944
H 1.591 1.241 -0.551 -0.226 -0.498 -1.464
```
Positions in Å, forces in eV/Å.

Computed properties:
Highest occupied orbital energy: -9.79 eV
LUMO: 0.004 Ha
SMILES: C[C@]1(Br)CCC1=O
ΔE to the lowest compared entry with this formula, charge and spin: 0.809 eV
Spin multiplicity: 1
Largest force on an atom: 3.754 eV Å⁻¹